Entry 1:
This record from the Open Molecules 2025 dataset describes C2H2ClNS as an isolated structure. The level of theory is ωB97M-V/def2-TZVPD.

XYZ file:
```
7
Properties=species:S:1:pos:R:3:forces:R:3:mulliken_charge:R:1
C -0.47746 0.52087 2.60540 -1.7 1.5 -1.0 0.06
C -1.34024 -0.39118 2.11493 -0.2 -2.3 -0.6 -0.17
N -1.53299 1.31809 2.24224 0.5 1.2 0.1 -0.23
S -2.07292 0.55558 0.79430 0.2 -0.1 0.5 0.04
Cl -1.22252 -0.41133 -2.24690 -0.5 -0.7 -1.0 -0.25
H 0.13918 0.78818 3.39713 1.2 -0.1 1.2 0.31
H -1.81442 -1.09687 -3.20873 0.5 0.6 0.8 0.26
```
Positions in Å, forces in eV/Å.

Calculated values
lowest unoccupied orbital energy	-0.06	eV
electronic energy	-26948.6183	eV
F_max	2.43	eV/A
HOMO energy	-0.3296	hartree
energy above the lowest of the compared OMol25 structures with the same formula, charge and spin	4.233	eV
total charge	0

=====

Entry 2:
This record from the Open Molecules 2025 dataset describes a 2-piece molecular cluster, C2H7O2 overall. The level of theory is ωB97M-V/def2-TZVPD.

XYZ file:
```
11
Properties=species:S:1:pos:R:3:forces:R:3:mulliken_charge:R:1
O 0.40418 -1.41324 1.40012 -1.2 -1.2 -0.7 -0.68
H -0.48975 -1.03011 0.23783 -0.8 1.4 -1.3 0.48
H -0.30577 -1.93393 1.84720 0.6 0.5 0.1 0.38
H 1.05210 -2.11711 1.17497 -0.2 0.6 0.0 0.40
O -1.13259 -0.57349 -0.64726 2.3 1.0 0.5 -0.40
C -0.66572 0.53501 -1.13889 -0.8 -3.6 0.0 0.46
C 0.33825 1.28491 -0.39969 1.3 1.3 1.1 -1.04
H -1.07134 0.68070 -2.20626 0.6 0.6 1.8 0.37
H 1.23624 0.75694 0.05456 -1.1 -0.2 -1.1 0.35
H -0.08048 1.62367 0.57204 -0.4 0.0 -0.5 0.37
H 0.71488 2.18665 -0.89461 -0.3 -0.3 -0.1 0.31
```
Positions in Å, forces in eV/Å.

Calculated values
lowest unoccupied orbital energy	-5.59	eV
electronic energy	-6274.1390	eV
F_max	3.73	eV/A
HOMO energy	-0.6412	hartree
energy above the lowest of the compared OMol25 structures with the same formula, charge and spin	0.827	eV
total charge	+1

=====

Entry 3:
This record from the Open Molecules 2025 dataset describes a 2-piece molecular cluster, F2O2S overall. The level of theory is ωB97M-V/def2-TZVPD.

XYZ file:
```
5
Properties=species:S:1:pos:R:3:forces:R:3:mulliken_charge:R:1
O 1.68042 -1.08065 0.31224 1.0 -1.6 1.3 -0.31
O -1.42998 0.06393 0.55261 -0.2 -0.1 -1.1 -0.05
F -2.16209 0.15142 -0.60942 0.3 0.0 0.8 -0.04
F 1.10815 1.29416 0.12039 0.2 -0.6 -0.5 -0.21
S 1.10336 -0.17034 -0.59897 -1.4 2.3 -0.5 0.61
```
Positions in Å, forces in eV/Å.

Calculated values
lowest unoccupied orbital energy (spin up / spin down)	-1.54 / -2.63	eV
electronic energy	-20358.7553	eV
F_max	2.70	eV/A
HOMO energy (spin up / spin down)	-0.4523 / -0.3517	hartree
energy above the lowest of the compared OMol25 structures with the same formula, charge and spin	5.972	eV
total charge	0